C5H10S in the gas phase. Source: OMol25; level of theory: the ωB97M-V functional and the def2-TZVPD basis.

Values from the calculation:
multiplicity	1
frontier orbital gap	9.19	eV
highest occupied orbital energy	-8.1	eV

The geometry in XYZ format:
```
16
Properties=species:S:1:pos:R:3:forces:R:3
C 1.2656 -1.5845 -2.4321 -2.486 -0.633 -0.781
C 0.3102 -0.6167 -1.7028 -1.220 -1.441 -0.059
C -0.3144 0.6600 0.5253 -0.905 1.278 1.014
C -0.0793 0.7254 1.8670 -1.429 0.146 -3.357
C -1.0578 1.2892 2.7897 -2.792 1.482 -0.433
H 2.3083 -1.5806 -2.2474 0.805 0.058 0.553
H 1.0705 -1.3483 -3.4466 0.692 0.425 -1.402
H 0.8054 -2.6042 -2.4581 0.817 0.514 0.793
H -0.4138 -1.2635 -1.1445 0.625 0.739 -0.160
H -0.3205 -0.0629 -2.4255 0.481 -0.224 0.210
H -1.3353 0.9871 0.0622 1.864 -0.678 0.941
H 0.8661 0.4201 2.1896 1.375 -0.307 0.640
H -2.0909 0.8290 2.6769 1.275 -0.021 0.437
H -1.3507 2.3672 2.5058 0.941 -1.285 0.576
H -0.7103 1.2612 3.8017 -0.153 0.017 0.643
S 1.0469 0.5215 -0.5613 0.111 -0.069 0.384
```
Positions in Å, forces in eV/Å.

Löwdin population analysis, charges in e, atoms 1 to 8: C -0.155; C -0.589; C -0.488; C -0.263; C -0.137; H 0.051; H 0.042; H 0.084